Density functional theory data (ωB97M-V with the def2-TZVPD basis set) for C4H8O2 in the gas phase.

Calculated values
**E_HOMO**: -9.894 eV
**Maximum force**: 0.6 eV/Å
**E_tot**: -307.6446 hartree
**Energy above the lowest of the compared OMol25 structures with the same formula, charge and spin**: 42.6 kcal per mole
**E_LUMO**: 0.8 eV
**Gap between HOMO and LUMO**: 10.7 eV
**Structure (SMILES)**: CO[C@@H](C)C=O

Geometry as ORCA input:
```
! wB97M-V def2-TZVPD RIJCOSX def2/J DEFGRID3
* xyz 0 1
C -1.59 -0.90 0.69
O -0.66 -0.91 -0.37
C 0.57 -0.21 -0.27
C 0.73 0.74 -1.46
C 0.85 0.51 1.04
O 1.54 1.50 1.10
H -2.39 -1.57 0.38
H -1.18 -1.28 1.64
H -2.02 0.10 0.86
H 1.37 -0.97 -0.33
H 0.56 0.20 -2.39
H 0.01 1.57 -1.39
H 1.74 1.17 -1.47
H 0.46 0.04 1.97
*
```

Density functional theory data (ωB97M-V with the def2-TZVPD basis set) for a molecular structure, C20H22MgN3O3S3 at a distorted geometry.

Calculated values
**E_HOMO**: -4.273 eV
**Maximum force**: 2.3 eV/Å
**E_tot**: -2560.1129 hartree
**E_LUMO**: 2.5 eV
**Gap between HOMO and LUMO**: 6.7 eV

Geometry as ORCA input:
```
! wB97M-V def2-TZVPD RIJCOSX def2/J DEFGRID3
* xyz -1 1
Mg -2.47 -2.12 0.16
C -3.48 -4.25 2.05
C -2.92 -3.06 2.78
N -2.90 -3.03 4.13
O -2.47 -2.12 2.14
H -3.85 -5.02 2.76
H -2.70 -4.70 1.41
H -4.33 -3.92 1.41
H -3.28 -3.81 4.69
H -2.51 -2.21 4.63
S -2.75 5.88 1.49
C -2.64 4.40 0.73
S -3.06 2.93 1.61
C -2.51 2.01 0.25
N -2.10 2.68 -0.77
N -2.19 4.04 -0.55
C -1.78 4.85 -1.66
C -1.11 4.24 -2.74
C -0.69 4.97 -3.86
C -0.94 6.34 -3.93
C -1.62 6.96 -2.89
C -2.04 6.22 -1.77
S -2.47 0.31 0.16
H -0.89 3.17 -2.72
H -0.16 4.46 -4.66
H -0.61 6.91 -4.79
H -1.83 8.02 -2.94
H -2.60 6.76 -1.03
C 5.96 -1.12 -0.19
C 4.54 -1.57 -0.04
C 3.64 -0.86 0.77
C 2.32 -1.30 0.95
C 1.40 -0.50 1.83
C 1.87 -2.47 0.28
C 2.78 -3.18 -0.54
C 2.35 -4.44 -1.26
C 4.10 -2.73 -0.68
C 0.44 -2.95 0.45
O 0.28 -4.14 0.86
O -0.48 -2.12 0.16
H 6.09 -0.08 0.14
H 6.27 -1.17 -1.24
H 6.62 -1.75 0.41
H 3.98 0.04 1.28
H 1.96 0.19 2.46
H 0.83 -1.16 2.50
H 0.70 0.08 1.22
H 1.39 -4.30 -1.76
H 2.29 -5.27 -0.56
H 3.07 -4.71 -2.04
H 4.79 -3.29 -1.30
H -4.24 -2.12 0.16
*
```

Among the records above, which one has the highest E_HOMO? C20H22MgN3O3S3